(1)
Formula: C6H6GaO5
Source: the Open Molecules 2025 dataset
Level of theory: the ωB97M-V functional and the def2-TZVPD basis

Computed properties:
Relative energy (zero: lowest compared OMol25 entry of this formula, charge and spin) in kcal/mol: 45.7
Charge: +3

Element x y z (Å)
Ga -0.04868 0.02941 0.39950
O -0.05428 3.07761 0.60430
C -0.05218 1.92891 0.50590
C -0.04498 -1.86999 0.50620
O -0.04268 -3.01869 0.60490
C 1.85612 0.03321 0.37690
O 3.00912 0.03561 0.38620
C -1.95338 0.02601 0.37710
O -3.10638 0.02411 0.38660
C -0.05008 0.72031 -1.81640
H -0.97118 1.26991 -1.97580
H 0.86902 1.27311 -1.97630
C -0.04758 -0.66189 -1.81620
H 0.87352 -1.21149 -1.97600
H -0.96668 -1.21489 -1.97550
O 0.42272 -0.36389 2.15630
H 0.73052 0.47391 2.59100
H -0.42298 -0.55129 2.64130

---

(2)
Formula: C6H6INO2
Source: the Open Molecules 2025 dataset
Level of theory: the ωB97M-V functional and the def2-TZVPD basis

Computed properties:
Relative energy (zero: lowest compared OMol25 entry of this formula, charge and spin) in kcal/mol: 188.4
Charge: 0

Element x y z (Å)
C 0.51209 0.72637 1.41311
C -0.83361 0.24700 1.53324
C 1.22840 1.15571 0.36236
C -1.51142 -0.38688 0.56330
C 0.92948 0.78214 -1.10103
C 0.82760 -0.64765 -1.16555
N -2.01766 -1.13466 -0.35658
O -1.96202 -2.35366 -0.27471
O -2.49186 -0.62203 -1.42485
I 1.76521 -2.08302 -0.05472
H 0.85925 1.07407 2.46722
H -1.21398 0.47548 2.51491
H 2.22297 1.62788 0.45947
H 0.00921 1.29209 -1.43945
H 1.69486 1.02167 -1.83235
H -0.01852 -1.17451 -1.66436

---

(3)
Formula: C6H6IO
Source: the Open Molecules 2025 dataset
Level of theory: the ωB97M-V functional and the def2-TZVPD basis

Computed properties:
Relative energy (zero: lowest compared OMol25 entry of this formula, charge and spin) in kcal/mol: 88.3
Charge: +1

Element x y z (Å)
C -0.23392 1.43058 -0.14467
C -1.63597 1.61321 -0.15606
C 0.07953 0.04247 -0.37145
C -2.64656 0.84320 -0.11319
C 1.52173 -0.27876 -0.07074
C 1.82074 -1.73363 0.23208
O -0.74895 -0.80422 -0.73570
I -4.22629 -0.27462 -0.13141
H 0.39268 2.20199 0.45575
H -1.90075 2.66363 0.27826
H 2.26451 0.49484 -0.26608
H 1.14207 -1.83199 1.08530
H 2.82469 -2.06328 0.47101
H 1.34647 -2.30343 -0.53311

---

(4)
Formula: C6H6N
Source: the Open Molecules 2025 dataset
Level of theory: the ωB97M-V functional and the def2-TZVPD basis

Computed properties:
Relative energy (zero: lowest compared OMol25 entry of this formula, charge and spin) in kcal/mol: 70.1
Charge: +1

Element x y z (Å)
C 1.22467 0.08300 0.04242
C 2.44513 0.47351 -0.02296
C -2.02896 -0.22721 -0.02256
C 0.63050 -1.27106 0.09060
C -1.35993 1.12495 0.08732
C -0.64069 -0.79307 0.01865
N -0.19971 0.57880 0.03118
H 2.79318 1.49744 -0.20092
H 3.26381 -0.24900 0.09281
H -2.68622 -0.52495 0.67028
H -2.63635 -0.44786 -0.91618
H 0.96693 -2.31674 0.07519
H -1.77237 2.07219 0.05417

---

(5)
Formula: C6H6N
Source: the Open Molecules 2025 dataset
Level of theory: the ωB97M-V functional and the def2-TZVPD basis

Computed properties:
Relative energy (zero: lowest compared OMol25 entry of this formula, charge and spin) in kcal/mol: 135.0
Charge: +1

Element x y z (Å)
C -1.45939 2.34179 3.20694
C -1.46189 1.47696 2.32630
C 1.28442 -0.30668 -1.04228
C 3.08348 -0.01739 -2.69035
C -1.41139 -0.66158 0.96889
C -2.00943 0.50135 1.46137
N 2.28298 -0.09896 -1.66863
H -1.31804 2.95487 3.97173
H 3.26540 0.79227 -3.36436
H 3.16741 -0.93703 -3.23867
H -0.47009 -1.06764 1.27202
H -2.08299 -1.33307 0.43121
H -3.05525 0.71858 1.27395

---

(6)
Formula: C6H6N
Source: the Open Molecules 2025 dataset
Level of theory: the ωB97M-V functional and the def2-TZVPD basis

Computed properties:
Relative energy (zero: lowest compared OMol25 entry of this formula, charge and spin) in kcal/mol: 63.3
Structure (SMILES): C#C/C=C(/[NH3+])C#C
Charge: +1

Element x y z (Å)
C -0.51584 3.28475 -0.72020
C -0.48513 2.13513 -0.39688
C -0.70419 0.86566 0.24716
C 0.05875 -0.28419 0.19098
N -0.54665 -1.52988 0.97746
C 1.23339 -0.68615 -0.47064
C 2.04928 -1.29807 -1.14735
H -0.49428 4.10226 -1.33660
H -1.58051 0.68663 0.85809
H 0.08167 -2.32098 0.59055
H -1.57087 -1.63747 0.65505
H -0.44331 -1.45391 1.91338
H 2.91768 -1.86379 -1.36101

---

(7)
Formula: C6H6N
Source: the Open Molecules 2025 dataset
Level of theory: the ωB97M-V functional and the def2-TZVPD basis

Computed properties:
Relative energy (zero: lowest compared OMol25 entry of this formula, charge and spin) in kcal/mol: 92.4
Charge: +1

Element x y z (Å)
C 1.34636 0.05572 0.05481
C -1.04343 1.01225 -0.44432
C 0.68948 1.24486 -0.28306
C 1.07326 2.51493 -0.57408
C -0.56150 -1.37827 0.24892
C 0.94477 -1.12564 0.40656
N -1.34987 -0.16856 -0.08152
H 0.52924 3.41718 -0.85334
H 2.10392 2.75616 -0.46826
H -0.70491 -2.09993 -0.66149
H -1.04586 -1.97518 1.08442
H 1.65981 -1.83855 0.72314
H -2.29022 -0.44763 0.22212

---

(8)
Formula: C6H6N2
Source: the Open Molecules 2025 dataset
Level of theory: the ωB97M-V functional and the def2-TZVPD basis

Computed properties:
Relative energy (zero: lowest compared OMol25 entry of this formula, charge and spin) in kcal/mol: 78.0
Structure (SMILES): C1=C[C@@H]2NC=NC2=C1
Charge: 0

Element x y z (Å)
C -2.06540 -0.03106 -0.31117
C -1.40613 1.07247 0.07860
C -0.01198 0.78237 0.48365
N 1.32187 1.00806 -0.43674
C 1.95233 -0.19309 -0.21631
N 1.30378 -1.15339 0.14634
C -0.00606 -0.74452 0.37995
C -1.29951 -1.13308 -0.08002
H -3.12385 -0.09811 -0.91362
H -1.60032 2.10540 -0.04370
H 0.23587 1.40070 1.48046
H 1.86409 1.69070 0.10175
H 2.93336 -0.31249 -0.65048
H -1.66817 -2.28744 0.05015

---

(9)
Formula: C6H6N2
Source: the Open Molecules 2025 dataset
Level of theory: the ωB97M-V functional and the def2-TZVPD basis

Computed properties:
Relative energy (zero: lowest compared OMol25 entry of this formula, charge and spin) in kcal/mol: 85.1
Structure (SMILES): CC1=C2C=NC=N[C@@H]12
Charge: 0

Element x y z (Å)
C -1.15423 -1.09280 -1.61131
C -0.60087 -0.43211 -0.34497
C -0.18634 -0.56136 0.86222
C 0.84608 -0.44636 1.77566
N 1.78666 0.30879 1.27137
C 1.56604 1.22763 0.30535
N 0.39803 1.68146 -0.06639
C -0.67776 0.98711 0.18193
H -0.31758 -1.18925 -2.37755
H -2.04235 -0.57533 -1.98053
H -1.39254 -2.23218 -1.41426
H 0.89463 -0.93934 2.70192
H 2.51636 1.75887 0.01628
H -1.63613 1.50487 0.68028

---

(10)
Formula: C6H6N2
Source: the Open Molecules 2025 dataset
Level of theory: the ωB97M-V functional and the def2-TZVPD basis

Computed properties:
Relative energy (zero: lowest compared OMol25 entry of this formula, charge and spin) in kcal/mol: 76.7
⟨S²⟩: 2.0312
2S+1: 3
Charge: 0

Element x y z (Å)
C 0.47068 0.21609 1.52605
C 1.48664 1.04293 -2.99130
C 1.67158 0.56850 1.18030
C 0.70671 0.95840 -2.08660
C -0.62564 -0.34380 0.60163
C -1.62765 -1.34848 1.12268
N -0.78675 0.11826 -0.49869
N -0.28885 0.99689 -1.27633
H 0.14027 0.05382 2.59749
H 2.05007 1.30115 -3.95099
H 2.05977 0.84256 0.24636
H -1.05201 -2.22913 0.93032
H -1.75315 -0.98542 2.16218
H -2.45165 -1.19177 0.43690

---

(11)
Formula: C6H6N2O
Source: the Open Molecules 2025 dataset
Level of theory: the ωB97M-V functional and the def2-TZVPD basis

Computed properties:
Relative energy (zero: lowest compared OMol25 entry of this formula, charge and spin) in kcal/mol: 28.8
Structure (SMILES): Cc1cn2cncc2o1
Charge: 0

Element x y z (Å)
C 2.66084 -0.18582 0.06420
C 1.18293 -0.01822 0.08750
C 0.37286 1.04959 0.05645
N -0.93902 0.56031 -0.22664
C -2.29711 0.87780 -0.05398
N -3.00916 -0.16165 0.17512
C -2.14602 -1.27142 0.05561
C -0.90806 -0.78601 -0.18307
O 0.47626 -1.18049 -0.07246
H 3.19218 -0.29744 1.04914
H 3.05962 0.72879 -0.40768
H 2.79507 -1.01568 -0.68776
H 0.63488 2.07549 0.04176
H -2.69577 1.94874 0.02682
H -2.37950 -2.32401 0.07499

---

(12)
Formula: C6H6N2O
Source: the Open Molecules 2025 dataset
Level of theory: the ωB97M-V functional and the def2-TZVPD basis

Computed properties:
Relative energy (zero: lowest compared OMol25 entry of this formula, charge and spin) in kcal/mol: 17.4
⟨S²⟩: 2.0173
2S+1: 3
Charge: 0

Element x y z (Å)
C -2.18030 -0.02523 1.07333
C -0.84231 0.06698 0.73311
C -0.15324 -0.36398 -0.32326
C 0.35363 1.11270 1.57773
C 1.25069 0.17692 -0.37257
C -0.56577 -1.12556 -1.48112
N -3.23638 -0.09253 1.43498
N 1.27816 1.21901 0.59380
O 0.20895 1.65919 2.62653
H 1.87728 -0.66602 -0.02021
H 1.60789 0.37062 -1.39994
H -0.72442 -0.35100 -2.32002
H -1.36213 -1.82706 -1.26116
H 0.37587 -1.64254 -1.83659
H 2.11208 1.48848 0.97540

---

(13)
Formula: C6H6N2O2
Source: the Open Molecules 2025 dataset
Level of theory: the ωB97M-V functional and the def2-TZVPD basis

Computed properties:
Relative energy (zero: lowest compared OMol25 entry of this formula, charge and spin) in kcal/mol: 75.1
Structure (SMILES): O=c1cc[nH]c(=O)[nH]1.C#C
Charge: 0

Element x y z (Å)
O 0.04388 2.09935 0.77102
C 0.72583 1.01016 0.46348
C 0.25927 -0.25415 0.96625
C 1.03977 -1.26125 0.51053
N 2.37237 -1.03709 0.09062
C 2.80129 0.16500 -0.45438
O 3.82519 0.47030 -0.92289
N 1.85513 1.03783 -0.30829
H -0.75955 -0.36802 1.20230
H 0.72733 -2.42447 0.52360
H 3.01469 -1.71614 0.00780
H 2.01546 1.96448 -0.66443
C -3.95167 0.17831 -0.72317
C -5.00972 -0.14742 -0.39517
H -2.91230 0.37371 -0.78625
H -6.04699 -0.09061 -0.28102